{
  "formula": "C46H53Br2F4N10O2Zr",
  "method": "ωB97M-V/def2-TZVPD",
  "species": ["Zr", "Br", "Br", "F", "F", "F", "F", "O", "O", "N", "N", "N", "N", "N", "N", "N", "N", "N", "N", "C", "C", "C", "C", "C", "C", "C", "C", "C", "C", "C", "C", "C", "C", "C", "C", "C", "C", "C", "C", "C", "C", "C", "C", "C", "C", "C", "C", "C", "C", "C", "C", "C", "C", "C", "C", "C", "C", "C", "C", "C", "C", "C", "C", "C", "C", "H", "H", "H", "H", "H", "H", "H", "H", "H", "H", "H", "H", "H", "H", "H", "H", "H", "H", "H", "H", "H", "H", "H", "H", "H", "H", "H", "H", "H", "H", "H", "H", "H", "H", "H", "H", "H", "H", "H", "H", "H", "H", "H", "H", "H", "H", "H", "H", "H", "H", "H", "H", "H"],
  "coordinates": [[0.189, 0.770, 1.381], [-5.145, -0.840, 5.978], [-1.726, -3.820, 2.611], [4.529, 5.898, 1.944], [3.042, 4.418, 3.527], [3.179, 3.394, -1.809], [1.672, 1.859, -0.211], [0.022, -5.206, -2.965], [-0.565, -1.022, 2.061], [-2.815, -1.992, -0.557], [1.615, -0.815, 0.214], [-1.294, 1.440, 0.375], [-1.248, 1.310, 3.088], [0.983, -4.047, -1.298], [-1.814, -3.755, -4.518], [2.018, -0.476, 3.311], [1.898, -4.058, -3.490], [-0.994, -0.151, -2.353], [1.567, 2.113, 2.416], [4.187, -0.504, -3.594], [2.949, -0.742, 0.167], [-4.563, 3.176, 0.562], [-0.533, 4.044, -0.551], [3.128, -2.968, -0.691], [2.059, -1.619, -3.288], [-2.697, 2.698, 4.371], [-1.959, 0.221, 3.505], [-4.235, 4.442, 0.114], [3.460, -0.353, 3.133], [-2.923, 4.698, -0.258], [-3.387, 1.617, 4.838], [2.352, 2.997, 1.732], [-2.232, -2.146, 3.334], [-2.215, -0.179, -3.167], [1.678, -1.832, 3.728], [-2.277, 2.409, 0.261], [-2.075, -1.289, -4.220], [3.933, 4.694, 0.022], [2.443, 2.858, 0.341], [-4.072, 0.811, 1.143], [-3.299, -2.084, 4.249], [-1.555, -1.021, 2.931], [3.097, 4.085, 2.224], [-3.031, 0.317, 4.405], [-3.692, -0.884, 4.769], [4.000, -2.904, -3.866], [-3.618, 2.156, 0.637], [1.792, 1.941, 3.853], [3.736, -1.802, -0.250], [-3.403, -2.888, -2.825], [3.858, 4.886, 1.389], [-2.083, -2.638, -3.525], [1.531, 0.494, 4.285], [2.653, -2.849, -3.546], [3.187, 3.653, -0.491], [-1.950, 3.714, -0.185], [1.038, -1.934, -0.204], [1.745, -3.005, -0.714], [4.752, -1.737, -3.898], [-3.638, -1.818, -1.738], [-3.472, -0.409, -2.322], [5.000, 0.760, -3.601], [0.933, -4.446, -2.602], [-1.618, 2.503, 3.491], [2.827, -0.468, -3.288], [0.461, 0.311, 4.411], [4.467, -3.861, -4.067], [0.597, -1.940, 3.796], [3.997, -0.435, 4.089], [2.368, 0.484, -3.044], [-4.875, 0.417, 0.513], [-2.355, 0.766, -3.702], [-4.213, -2.844, -3.565], [4.526, 5.340, -0.606], [-3.269, 0.082, 1.149], [-2.706, -2.946, -0.240], [-2.963, 3.704, 4.664], [-3.423, -3.880, -2.365], [-2.682, -4.086, -4.937], [-3.810, -2.993, 4.533], [-1.266, -2.682, -2.803], [2.048, -2.542, 2.985], [-1.099, 0.487, -1.554], [2.126, -2.090, 4.699], [-0.460, 5.058, -0.945], [-1.931, -1.508, -0.611], [-4.985, 5.220, 0.060], [1.988, 0.343, 5.276], [0.114, 3.985, 0.330], [-1.147, -1.144, -4.786], [4.878, 1.310, -2.667], [-4.333, -0.211, -2.967], [6.059, 0.549, -3.740], [2.818, 2.202, 4.108], [-4.213, 1.740, 5.525], [4.812, -1.706, -0.243], [4.681, 1.421, -4.408], [1.006, -1.562, -3.035], [-5.582, 2.959, 0.865], [3.712, 0.606, 2.677], [-2.644, 5.686, -0.607], [1.913, -4.646, -4.310], [-0.237, 0.237, -2.905], [-4.485, 0.893, 2.152], [-3.505, 0.323, -1.514], [-1.046, 3.343, 3.112], [3.711, -3.805, -1.052], [-0.132, 3.349, -1.292], [5.805, -1.794, -4.146], [0.157, -4.337, -0.791], [3.395, 0.189, 0.493], [-2.911, -1.232, -4.926], [-1.327, -4.552, -4.045], [-4.683, -1.918, -1.428], [-1.204, -3.432, -5.269], [3.817, -1.148, 2.478], [1.149, 2.589, 4.456], [-0.041, -1.978, -0.167]],
  "e_above_lowest_kj_mol": 0.00,
  "spin_multiplicity": 1,
  "gap_ev": 6.4,
  "total_charge": 1,
  "max_force_ev_per_a": 1.0,
  "energy_ha": -8077.2737
}


{
  "formula": "C6H7NO5S",
  "method": "ωB97M-V/def2-TZVPD",
  "species": ["S", "O", "O", "O", "O", "O", "N", "C", "C", "C", "C", "C", "C", "H", "H", "H", "H", "H", "H", "H"],
  "coordinates": [[-0.911, 0.933, -3.031], [0.330, 1.416, -3.483], [-2.743, 0.003, -0.915], [-1.611, 2.037, -2.175], [1.451, -1.108, -2.242], [-1.834, 0.319, -3.915], [-0.643, -0.241, -1.796], [0.806, 1.362, 0.162], [-1.261, -1.794, -0.213], [-0.022, -2.101, -0.588], [1.205, 0.456, 1.032], [0.424, -1.134, -1.640], [-1.698, -0.597, -0.979], [0.612, -2.899, -0.253], [2.119, -0.096, 0.894], [-1.893, -2.270, 0.513], [-2.427, 1.666, -1.792], [-0.100, 1.930, 0.308], [0.644, 0.240, 1.929], [1.369, 1.589, -0.727]],
  "e_above_lowest_kj_mol": 0.00,
  "spin_multiplicity": 1,
  "gap_ev": 9.2,
  "smiles": "O=C1C=CC(=O)N1S(=O)(=O)O.C=C",
  "max_force_ev_per_a": 1.2,
  "energy_ha": -1061.9400
}


{
  "formula": "C13H46N6O10",
  "method": "ωB97M-V/def2-TZVPD",
  "species": ["O", "O", "O", "O", "O", "O", "O", "O", "O", "O", "N", "N", "N", "N", "N", "N", "C", "C", "C", "C", "C", "C", "C", "C", "C", "C", "C", "C", "C", "H", "H", "H", "H", "H", "H", "H", "H", "H", "H", "H", "H", "H", "H", "H", "H", "H", "H", "H", "H", "H", "H", "H", "H", "H", "H", "H", "H", "H", "H", "H", "H", "H", "H", "H", "H", "H", "H", "H", "H", "H", "H", "H", "H", "H", "H"],
  "coordinates": [[1.385, 0.510, -4.732], [1.285, 3.085, -3.233], [-0.623, -2.572, 2.237], [-2.830, 4.299, -0.274], [-2.930, -3.890, -3.339], [-2.453, 1.816, 1.744], [2.177, 0.562, 3.494], [0.026, 0.201, -1.900], [2.339, -1.979, 2.058], [1.478, -1.930, -3.043], [-2.392, -2.097, 0.970], [-1.186, -3.864, -1.976], [-1.811, -1.927, -2.813], [-2.531, -3.795, 2.298], [-0.649, 4.209, -2.858], [0.754, 3.842, -1.228], [-2.013, -3.252, -2.805], [0.118, 0.744, -5.256], [1.690, 2.781, 2.827], [2.700, -3.150, 2.872], [3.067, -2.677, 4.342], [2.494, -1.887, -2.106], [2.266, -2.925, -1.020], [-1.968, 1.517, 3.065], [-1.807, -2.793, 1.940], [2.034, 1.398, 2.324], [0.567, 3.718, -2.533], [-3.290, 4.825, 0.985], [-0.351, 0.427, -0.583], [3.721, -3.370, 4.870], [-3.413, -3.962, 1.834], [-2.762, 0.916, 3.508], [-1.045, -1.400, -2.421], [2.528, 2.940, 3.506], [1.399, -2.007, 1.865], [-0.952, 4.141, -3.819], [-0.355, -0.449, 0.066], [3.657, -1.771, 4.204], [2.092, -0.356, 3.228], [-2.889, 4.216, 1.794], [0.058, 1.605, -5.922], [0.756, 2.825, 3.386], [1.205, 0.996, 1.742], [0.304, 1.056, -2.235], [3.560, -3.628, 2.404], [-3.406, 1.931, 1.722], [1.714, 1.370, -4.461], [2.455, -3.900, -1.468], [-0.501, 0.723, -4.359], [1.167, -1.075, -3.349], [-4.318, 4.475, 0.892], [1.915, -3.905, 2.921], [-0.073, 4.287, -0.857], [1.682, 3.782, -0.833], [2.773, -0.847, -1.940], [-0.968, 1.118, 3.234], [-2.202, -1.120, 0.800], [-0.393, -3.343, -1.629], [2.134, -2.571, 4.897], [1.272, -2.744, -0.610], [2.976, -2.826, -0.198], [-1.264, 1.010, -0.465], [-2.551, -1.483, -3.337], [-0.223, -0.145, -5.788], [-1.405, -4.790, -1.638], [-3.165, 5.862, 1.299], [3.360, -2.261, -2.652], [-2.221, 2.379, 3.683], [2.942, 1.425, 1.722], [0.512, 0.977, -0.207], [1.921, 3.523, 2.063], [-2.861, 3.339, -0.277], [-2.070, -4.618, 2.658], [-3.392, -2.223, 0.896], [-1.217, 4.704, -2.186]],
  "e_above_lowest_kj_mol": 270.25,
  "spin_multiplicity": 1,
  "gap_ev": 8.9,
  "smiles": "NC(N)=O.NC(N)=O.NC(N)=O.CCO.CCO.CCO.CO.CO.CO.CO",
  "max_force_ev_per_a": 4.9,
  "energy_ha": -1603.7721
}